1.
Computed, not measured: a structure of composition C23H16F8N3O3STeV, with wB97M-V/def2-TZVPD.

Its total charge is +2. For the LUMO energy, the calculation gives -9.1 eV. For the orbital gap, the calculation gives 5.235 eV.

Geometry (Å):
V1 -0.0444 0.3588 -0.5984
C1 -0.5106 3.5273 0.6437
O1 0.1278 2.2399 0.8079
C2 1.4504 2.2989 1.2123
C3 2.1109 3.4416 1.6259
C4 3.4220 3.3205 2.0665
C5 4.0680 2.0884 2.1050
C6 3.4083 0.9485 1.6926
C7 2.1046 1.0730 1.2297
N1 1.3314 -0.0153 0.7631
N2 1.6215 -1.1686 1.2178
C8 0.8343 -2.2391 1.1072
C9 -0.5280 -2.1083 0.7110
O2 -0.8486 -0.9230 0.2285
C10 -1.4480 -3.1426 0.8209
C11 -0.9758 -4.3540 1.2667
C12 0.3760 -4.5757 1.6397
C13 0.7952 -5.8444 2.0838
C14 2.0997 -6.0438 2.4591
C15 3.0177 -4.9848 2.4046
C16 2.6362 -3.7346 1.9720
C17 1.3120 -3.5142 1.5817
H1 -0.5071 4.0493 1.5976
H2 -1.5346 3.3428 0.3459
H3 0.0129 4.1025 -0.1194
H4 1.6368 4.4104 1.6177
H5 3.9485 4.2097 2.3851
H6 5.0912 2.0245 2.4465
H7 3.8904 -0.0181 1.6933
H8 -2.4781 -2.9956 0.5316
H9 -1.6628 -5.1897 1.3306
H10 0.0784 -6.6542 2.1252
H11 2.4241 -7.0171 2.7999
H12 4.0423 -5.1544 2.7068
H13 3.3536 -2.9277 1.9294
F1 -3.7155 2.5466 -4.7091
C18 -3.5466 3.3823 -3.6879
F2 -4.6409 4.1244 -3.5555
F3 -2.5201 4.2011 -3.9717
C19 -3.2652 2.6173 -2.4000
C20 -4.2365 2.5763 -1.4186
C21 -4.0100 1.8573 -0.2503
C22 -2.8022 1.2325 -0.0980
N3 -1.8296 1.2939 -1.0382
C23 -2.0569 1.9373 -2.2051
S1 -0.8467 2.0133 -3.4882
H14 -5.1739 3.0930 -1.5764
H15 -4.7584 1.7859 0.5253
H16 -2.5693 0.6751 0.7976
F4 1.6407 0.3933 -4.0410
Te1 -0.0235 -0.2634 -3.6232
F5 -0.6333 -0.1805 -5.3582
F6 0.5250 -1.9545 -4.0414
F7 1.0138 1.5268 -1.4066
F8 -1.7035 -0.8935 -3.0815
O3 0.4966 -0.7952 -1.8033

=====

2.
Computed, not measured: a structure of composition C23H16IrO6P, with wB97M-V/def2-TZVPD.

Its total charge is +3. For the energy relative to the best compared isomer or geometry (same formula, charge and spin), the calculation gives 168.2 kJ/mol. The spin multiplicity is 6. For the LUMO energy (spin up / spin down), the calculation gives -9.9 / -13.7 eV. For the orbital gap (spin up / spin down), the calculation gives 4.153 / 4.156 eV.

Geometry (Å):
O1 1.6676 2.9450 2.6591
C1 1.4228 2.9470 1.5369
Ir1 1.0601 2.9537 -0.2780
O2 -1.8828 2.6426 0.2211
C2 -0.7546 2.7618 0.0284
C3 0.8133 2.9731 -2.1262
O3 0.6629 2.9852 -3.2607
C4 3.1425 3.1742 -0.6571
O4 3.6379 3.3431 -1.7411
C5 1.1108 4.8060 -0.2844
O5 1.1288 5.9551 -0.2622
H1 3.8007 3.1244 0.2428
O6 1.1994 0.9361 -0.4131
P1 0.2107 -0.2272 0.0175
C6 0.4821 -0.6531 1.7942
C7 1.0671 -1.8808 2.1447
C8 1.2638 -2.2106 3.4881
C9 0.8764 -1.3189 4.4909
C10 0.2893 -0.0969 4.1496
C11 0.0910 0.2351 2.8045
C12 -1.5467 0.0384 -0.4897
C13 -1.8557 0.3487 -1.8231
C14 -3.1860 0.5412 -2.2095
C15 -4.2139 0.4167 -1.2689
C16 -3.9133 0.0939 0.0567
C17 -2.5839 -0.0980 0.4477
C18 0.5988 -1.6747 -1.0575
C19 -0.1783 -2.8337 -0.8974
C20 0.0188 -3.9397 -1.7242
C21 0.9957 -3.8957 -2.7201
C22 1.7762 -2.7455 -2.8864
C23 1.5805 -1.6329 -2.0556
H2 1.3760 -2.5855 1.3862
H3 1.7157 -3.1584 3.7509
H4 1.0284 -1.5764 5.5309
H5 -0.0152 0.5909 4.9273
H6 -0.3771 1.1755 2.5549
H7 -1.0668 0.4468 -2.5576
H8 -3.4213 0.7885 -3.2360
H9 -5.2429 0.5675 -1.5690
H10 -4.7102 -0.0058 0.7830
H11 -2.3672 -0.3491 1.4771
H12 -0.9515 -2.8732 -0.1388
H13 -0.5925 -4.8247 -1.5978
H14 1.1406 -4.7520 -3.3677
H15 2.5252 -2.7146 -3.6649
H16 2.1763 -0.7433 -2.2054

=====

3.
Computed, not measured: a structure of composition C23H16O5PdSb, with wB97M-V/def2-TZVPD.

Its total charge is -1. For the energy relative to the best compared isomer or geometry (same formula, charge and spin), the calculation gives 0.0 kJ/mol. The spin multiplicity is 3. For the LUMO energy (spin up / spin down), the calculation gives 1.9 / 0.4 eV. For the orbital gap (spin up / spin down), the calculation gives 4.968 / 5.729 eV.

Geometry (Å):
Pd1 12.1989 5.5753 5.0471
O1 16.5998 5.1734 9.4718
C1 15.4753 4.7294 9.1616
C2 14.5919 3.7769 9.8897
O2 14.8338 3.2490 11.0137
C3 13.3845 3.6136 8.9125
C4 13.5555 4.3589 7.7386
O3 12.6756 4.5147 6.8566
C5 14.8635 5.0680 7.8281
O4 15.4313 6.0122 7.2154
O5 12.2255 3.0807 9.0850
H1 11.5687 5.7728 3.8099
C6 13.3447 11.1970 4.3811
C7 13.9336 9.9314 4.7459
C8 13.0914 8.9546 5.1742
C9 11.7824 9.2320 5.4899
C10 11.2003 10.4623 5.1533
C11 12.0139 11.4275 4.5398
Sb1 10.8541 7.4488 6.1431
C12 8.6966 7.4609 6.1410
C13 8.0685 6.4289 6.8954
C14 6.6929 6.3375 7.0001
C15 5.8712 7.2664 6.3550
C16 6.4662 8.3166 5.6094
C17 7.8425 8.3746 5.5102
C18 11.0138 7.4325 8.2357
C19 10.2240 8.1845 9.1178
C20 10.6967 8.4684 10.3895
C21 11.8426 7.8369 10.9302
C22 12.5523 6.9762 10.0899
C23 12.1675 6.8790 8.7529
H2 14.0620 11.9780 4.1217
H3 15.0095 9.7915 4.6508
H4 13.4647 7.9709 5.3239
H5 10.1577 10.7216 5.3943
H6 11.5638 12.3751 4.2947
H7 8.6556 5.7170 7.4509
H8 6.2313 5.5514 7.6304
H9 4.8060 7.2612 6.4524
H10 5.7847 9.0096 5.2016
H11 8.2509 9.1810 4.9627
H12 9.2774 8.5808 8.8576
H13 10.0922 9.0451 11.0545
H14 12.0764 8.0224 11.9678
H15 13.4258 6.4464 10.4094
H16 12.7684 6.2685 8.0998

=====

Ordered calculated total energy results: -100263.9092, -48486.3391, -44361.5269; unit eV.
Ordered maximum force results: 0.04642, 0.14539, 0.10736; unit hartree/bohr.